60
Properties=species:S:1:pos:R:3:nbo_charge:R:1 method="wB97M-V/def2-TZVPD" lumo_ev=-0.06 homo_energy_ha=-0.3465 relative_energy_kj_mol=176.37 charge=0
C 1.0097 -1.6378 0.3191 -0.26
C 1.0854 -0.3461 1.1846 0.10
C 2.5239 -0.0088 1.4888 -0.65
O 0.5106 0.7722 0.3741 -0.82
N -0.4233 -1.8572 0.0114 -0.71
C -0.7862 -3.1299 -0.4996 0.09
O -1.0390 -3.0930 -1.9262 -0.80
H 1.4126 -2.4685 0.9619 0.21
H 1.7565 -1.5470 -0.4700 0.20
H 0.3254 -0.2959 1.9842 0.21
H 3.1023 -0.9140 1.7078 0.23
H 2.6700 0.5899 2.3904 0.24
H 2.9950 0.4701 0.6195 0.21
H 1.2468 1.1229 -0.1852 0.52
H -0.8028 -1.0336 -0.4537 0.41
H -0.0615 -3.9706 -0.4137 0.19
H -1.7608 -3.5144 -0.0882 0.17
H -1.8362 -2.5872 -2.1847 0.52
H 0.5570 -1.1720 5.4899 0.47
H -0.0599 -1.4277 4.1497 0.50
O 0.8025 -1.3530 4.5793 -0.96
H -1.7501 1.0924 4.5837 0.50
H -0.3359 0.6108 4.7711 0.47
O -0.8849 1.3717 4.9549 -0.98
H 3.7074 0.3785 -3.5946 0.50
H 2.4363 -0.2225 -3.7624 0.48
O 2.8356 0.6297 -3.9636 -0.97
H 2.9090 2.2754 -1.8603 0.49
H 1.8193 1.3380 -2.3164 0.50
O 1.9812 2.0698 -1.6701 -0.97
H -2.1334 2.4444 1.6534 0.50
H -2.7895 1.8282 0.3910 0.50
O -3.0316 2.2465 1.2542 -1.01
H -0.5239 2.7902 -2.7703 0.50
H -1.2576 3.4838 -1.6405 0.48
O -1.3117 2.6953 -2.1749 -0.98
H 0.6795 -2.2269 -4.1161 0.49
H 0.4127 -2.5435 -2.6500 0.51
O 1.0946 -2.1734 -3.2533 -1.02
H -1.5796 -1.4688 1.9617 0.49
H -2.3362 -0.8506 3.1801 0.50
O -1.7000 -1.5542 2.9408 -1.01
H -0.4456 2.0436 3.2109 0.50
H -0.1399 1.8913 1.7208 0.49
O -0.6109 2.4402 2.3456 -0.98
H -1.0742 0.7719 -0.2052 0.51
H -1.7794 1.3456 -1.4602 0.51
O -1.9567 0.6708 -0.7424 -1.05
H -3.0859 1.3245 2.6565 0.52
H -3.9036 1.0151 3.9025 0.49
O -3.0827 0.7491 3.4791 -1.01
H -2.2817 -0.3884 -2.1347 0.50
H -3.4399 -0.7735 -3.1278 0.48
O -2.5401 -0.9524 -2.8854 -0.99
H 2.5898 -1.5103 -2.4490 0.49
H 3.8753 -2.2064 -1.9468 0.49
O 3.4469 -1.3152 -2.0563 -0.99
H 1.1154 2.0915 -4.2770 0.50
H 1.2006 3.1158 -3.1029 0.49
O 0.6433 2.8736 -3.8855 -0.96